Entry 1:
The following is a DFT calculation (ωB97M-V with the def2-TZVPD basis set) of 3 unconnected molecules or ions with the total composition C4H17N2O2.

Bonds (Å) are listed after each position.
Cartesian coordinates (Å):
1 C 0.40 -1.77 -1.61  C2 1.496, H7 1.101, H8 1.093, H9 1.097
2 C -0.04 -1.07 -0.36  C1 1.496, C3 1.546, N6 1.502, H10 1.096
3 C 0.75 0.25 -0.21  C2 1.546, C4 1.533, H11 1.100, H12 1.099
4 C -0.01 1.37 0.50  C3 1.533, N5 1.499, H13 1.087, H14 1.086
5 N -0.79 0.86 1.68  C4 1.499, H15 1.014, H16 1.029, H17 1.022
6 N -1.49 -0.70 -0.46  C2 1.502, H18 1.020, H19 1.017
7 H 1.46 -1.77 -1.90  C1 1.101
8 H 0.06 -2.80 -1.73  C1 1.093
9 H -0.05 -1.29 -2.49  C1 1.097
10 H 0.06 -1.71 0.52  C2 1.096
11 H 1.72 0.03 0.27  C3 1.100
12 H 1.17 0.53 -1.19  C3 1.099
13 H -0.81 1.73 -0.14  C4 1.087
14 H 0.71 2.13 0.81  C4 1.086
15 H -1.74 1.20 1.61  N5 1.014
16 H -0.74 -0.17 1.75  N5 1.029
17 H -0.37 1.12 2.57  N5 1.022
18 H -1.56 -0.13 -1.30  N6 1.020
19 H -1.97 -1.58 -0.63  N6 1.017
20 H 1.46 -1.04 3.90  O22 0.966
21 H 0.21 -1.46 4.78  O22 0.973
22 O 0.50 -1.17 3.90  H20 0.966, H21 0.973
23 H 0.52 1.97 -4.02  O25 0.971
24 H 0.57 3.02 -2.89  O25 0.978
25 O -0.05 2.45 -3.39  H23 0.971, H24 0.978

Output
- HOMO energy (eV) = -13.629
- orbital gap (eV) = 10.63
- energy relative to the best compared isomer or geometry (same formula, charge and spin) (kcal/mol) = 27.86
- multiplicity = 1
- net charge = +1

=====

Entry 2:
The following is a DFT calculation (ωB97M-V with the def2-TZVPD basis set) of 2 unconnected molecules or ions with the total composition NO7S2.

Bonds (Å) are listed after each position.
Cartesian coordinates (Å):
1 N -0.26 0.94 -0.33  O3 1.310, O4 1.201
2 O -1.67 -0.81 1.20  S10 1.446
3 O -1.47 1.25 0.05  N1 1.310, S10 1.745
4 O -0.12 -0.12 -0.88  N1 1.201
5 O 4.68 -1.17 -0.58  S9 1.447
6 O 4.12 0.72 0.94  S9 1.480
7 O -2.58 -0.95 -1.04  S10 1.440
8 O -3.67 0.47 0.55  S10 1.419
9 S 3.66 -0.35 0.02  O5 1.447, O6 1.480
10 S -2.46 -0.18 0.17  O2 1.446, O3 1.745, O7 1.440, O8 1.419

Output
- HOMO energy (eV) = -5.731
- orbital gap (eV) = 6.74
- energy relative to the best compared isomer or geometry (same formula, charge and spin) (kcal/mol) = 7.57
- multiplicity = 1
- net charge = -1

=====

Entry 3:
The following is a DFT calculation (ωB97M-V with the def2-TZVPD basis set) of 9 unconnected molecules or ions with the total composition C47H65N2O16P.

Bonds (Å) are listed after each position.
Cartesian coordinates (Å):
1 C -3.01 1.59 1.98  C2 1.359, H19 1.088, H20 1.086
2 C -2.33 2.57 1.32  C1 1.359, C3 1.510, H21 1.089
3 C -0.83 2.60 1.17  C2 1.510, P4 1.840, H22 1.086, H23 1.102
4 P 0.03 1.02 1.58  C3 1.840, C5 1.825, C7 1.924, C13 1.957, H24 1.422
5 C 1.85 1.08 1.66  P4 1.825, C6 1.389, H25 1.089
6 C 2.47 2.25 1.24  C5 1.389, H26 1.089, H27 1.089
7 C 0.10 0.47 -0.26  P4 1.924, C8 1.401, C12 1.390
8 C -1.11 0.26 -0.94  C7 1.401, C9 1.380, H28 1.083
9 C -1.05 -0.15 -2.26  C8 1.380, N10 1.328, H29 1.089
10 N 0.03 -0.39 -2.99  C9 1.328, C11 1.328
11 C 1.18 -0.21 -2.34  N10 1.328, C12 1.385, H30 1.085
12 C 1.24 0.22 -1.03  C7 1.390, C11 1.385, H31 1.082
13 C -0.05 1.32 3.51  P4 1.957, C14 1.393, N18 1.339
14 C 0.62 0.37 4.28  C13 1.393, C15 1.383, H32 1.085
15 C 0.62 0.46 5.66  C14 1.383, C16 1.390, H33 1.082
16 C -0.07 1.53 6.21  C15 1.390, C17 1.374, H34 1.081
17 C -0.67 2.43 5.36  C16 1.374, N18 1.339, H35 1.087
18 N -0.69 2.38 4.03  C13 1.339, C17 1.339
19 H -2.95 0.55 1.69  C1 1.088
20 H -3.63 1.80 2.85  C1 1.086
21 H -2.88 3.41 0.90  C2 1.089
22 H -0.42 3.49 1.63  C3 1.086
23 H -0.64 2.73 0.09  C3 1.102
24 H -0.74 -0.15 1.84  P4 1.422
25 H 2.47 0.26 2.01  C5 1.089
26 H 2.93 2.30 0.25  C6 1.089
27 H 2.47 3.15 1.85  C6 1.089
28 H -2.07 0.39 -0.46  C8 1.083
29 H -2.00 -0.30 -2.76  C9 1.089
30 H 2.09 -0.43 -2.88  C11 1.085
31 H 2.22 0.33 -0.59  C12 1.082
32 H 1.13 -0.46 3.81  C14 1.085
33 H 1.15 -0.28 6.25  C15 1.082
34 H -0.14 1.67 7.28  C16 1.081
35 H -1.18 3.28 5.81  C17 1.087
36 O -4.92 -1.44 -1.12  C37 1.198
37 C -4.52 -2.50 -1.50  O36 1.198, O38 1.351, C41 1.512
38 O -5.28 -3.35 -2.23  C37 1.351, C39 1.444
39 C -4.55 -4.57 -2.47  O38 1.444, C40 1.521, H42 1.092, H43 1.087
40 C -3.09 -4.20 -2.31  C39 1.521, C41 1.528, H44 1.088, H45 1.091
41 C -3.15 -3.10 -1.26  C37 1.512, C40 1.528, H46 1.091, H47 1.086
42 H -4.88 -5.32 -1.73  C39 1.092
43 H -4.79 -4.94 -3.46  C39 1.087
44 H -2.45 -5.04 -2.04  C40 1.088
45 H -2.71 -3.80 -3.25  C40 1.091
46 H -3.11 -3.49 -0.25  C41 1.091
47 H -2.38 -2.35 -1.40  C41 1.086
48 O -4.96 3.37 -0.67  C49 1.197
49 C -5.83 2.96 -1.37  O48 1.197, O50 1.354, C53 1.510
50 O -6.44 3.71 -2.31  C49 1.354, C51 1.441
51 C -7.51 2.96 -2.92  O50 1.441, C52 1.523, H54 1.092, H55 1.087
52 C -7.17 1.50 -2.67  C51 1.523, C53 1.527, H56 1.088, H57 1.091
53 C -6.44 1.57 -1.33  C49 1.510, C52 1.527, H58 1.091, H59 1.086
54 H -8.45 3.26 -2.44  C51 1.092
55 H -7.56 3.22 -3.98  C51 1.087
56 H -8.03 0.84 -2.68  C52 1.088
57 H -6.48 1.15 -3.45  C52 1.091
58 H -7.12 1.51 -0.49  C53 1.091
59 H -5.66 0.82 -1.25  C53 1.086
60 O 4.39 4.93 0.25  C61 1.195
61 C 5.24 4.47 0.95  O60 1.195, O62 1.355, C65 1.515
62 O 6.22 3.66 0.48  C61 1.355, C63 1.440
63 C 7.03 3.17 1.57  O62 1.440, C64 1.524, H66 1.092, H67 1.087
64 C 6.83 4.19 2.69  C63 1.524, C65 1.528, H68 1.088, H69 1.091
65 C 5.39 4.65 2.45  C61 1.515, C64 1.528, H70 1.091, H71 1.086
66 H 6.68 2.18 1.84  C63 1.092
67 H 8.06 3.11 1.25  C63 1.087
68 H 7.00 3.77 3.68  C64 1.088
69 H 7.51 5.03 2.56  C64 1.091
70 H 4.66 4.01 2.94  C65 1.091
71 H 5.23 5.69 2.72  C65 1.086
72 O -4.18 -5.98 -7.08  C73 1.195
73 C -4.26 -4.81 -6.89  O72 1.195, O74 1.357, C77 1.517
74 O -3.78 -4.22 -5.76  C73 1.357, C75 1.442
75 C -4.12 -2.81 -5.76  O74 1.442, C76 1.522, H78 1.093, H79 1.088
76 C -4.36 -2.45 -7.22  C75 1.522, C77 1.528, H80 1.088, H81 1.091
77 C -4.91 -3.76 -7.78  C73 1.517, C76 1.528, H82 1.091, H83 1.086
78 H -5.01 -2.67 -5.14  C75 1.093
79 H -3.30 -2.25 -5.32  C75 1.088
80 H -5.02 -1.60 -7.35  C76 1.088
81 H -3.41 -2.22 -7.70  C76 1.091
82 H -6.00 -3.83 -7.66  C77 1.091
83 H -4.64 -3.93 -8.82  C77 1.086
84 O -2.70 2.48 -5.01  C85 1.197
85 C -2.14 3.25 -4.28  O84 1.197, O86 1.356, C89 1.515
86 O -1.01 3.91 -4.64  C85 1.356, C87 1.439
87 C -0.51 4.67 -3.53  O86 1.439, C88 1.523, H90 1.093, H91 1.088
88 C -1.72 4.89 -2.61  C87 1.523, C89 1.526, H92 1.088, H93 1.091
89 C -2.52 3.61 -2.86  C85 1.515, C88 1.526, H94 1.093, H95 1.085
90 H 0.28 4.10 -3.04  C87 1.093
91 H -0.09 5.61 -3.90  C87 1.088
92 H -1.44 5.05 -1.57  C88 1.088
93 H -2.29 5.75 -2.95  C88 1.091
94 H -2.21 2.80 -2.20  C89 1.093
95 H -3.59 3.78 -2.78  C89 1.085
96 O 4.72 0.07 -0.19  C97 1.198
97 C 5.23 0.39 -1.23  O96 1.198, O98 1.352, C101 1.513
98 O 6.22 -0.33 -1.81  C97 1.352, C99 1.440
99 C 6.70 0.36 -2.98  O98 1.440, C100 1.523, H102 1.092, H103 1.087
100 C 5.57 1.28 -3.40  C99 1.523, C101 1.528, H104 1.088, H105 1.091
101 C 4.93 1.62 -2.05  C97 1.513, C100 1.528, H106 1.091, H107 1.088
102 H 7.61 0.91 -2.71  C99 1.092
103 H 6.96 -0.38 -3.74  C99 1.087
104 H 5.91 2.15 -3.96  C100 1.088
105 H 4.85 0.73 -4.02  C100 1.091
106 H 5.40 2.48 -1.58  C101 1.091
107 H 3.85 1.78 -2.13  C101 1.088
108 O 1.47 -3.31 2.28  C109 1.198
109 C 2.60 -3.41 2.66  O108 1.198, O110 1.350, C113 1.512
110 O 3.04 -4.48 3.36  C109 1.350, C111 1.440
111 C 4.40 -4.27 3.77  O110 1.440, C112 1.523, H114 1.088, H115 1.089
112 C 4.96 -3.23 2.81  C111 1.523, C113 1.529, H116 1.088, H117 1.091
113 C 3.71 -2.40 2.50  C109 1.512, C112 1.529, H118 1.091, H119 1.088
114 H 4.40 -3.90 4.80  C111 1.088
115 H 4.94 -5.21 3.73  C111 1.089
116 H 5.78 -2.65 3.22  C112 1.088
117 H 5.32 -3.72 1.90  C112 1.091
118 H 3.57 -1.60 3.22  C113 1.091
119 H 3.73 -2.01 1.48  C113 1.088
120 O 2.95 -2.82 5.90  C121 1.200
121 C 2.21 -3.59 6.45  O120 1.200, O122 1.350, C125 1.513
122 O 2.50 -4.13 7.65  C121 1.350, C123 1.440
123 C 1.49 -5.10 8.01  O122 1.440, C124 1.523, H126 1.092, H127 1.087
124 C 0.27 -4.72 7.19  C123 1.523, C125 1.528, H128 1.088, H129 1.091
125 C 0.90 -4.14 5.93  C121 1.513, C124 1.528, H130 1.091, H131 1.087
126 H 1.87 -6.09 7.76  C123 1.092
127 H 1.32 -5.05 9.08  C123 1.087
128 H -0.40 -5.56 7.00  C124 1.088
129 H -0.30 -3.95 7.70  C124 1.091
130 H 1.12 -4.90 5.18  C125 1.091
131 H 0.31 -3.34 5.48  C125 1.087

Output
- HOMO energy (eV) = -7.147
- SMILES = C=CC[PH](C=C)(c1ccncc1)c1ccccn1.O=C1CCCO1.O=C1CCCO1.O=C1CCCO1.O=C1CCCO1.O=C1CCCO1.O=C1CCCO1.O=C1CCCO1.O=C1CCCO1
- orbital gap (eV) = 6.85
- multiplicity = 1
- net charge = 0